(1)
{"formula": "C28H30B2CeF4N4O11S3", "method": "ωB97M-V/def2-TZVPD", "e_above_lowest_kcal_mol": 0.0, "total_charge": 2, "homo_energy_ev": -13.8, "species": ["Ce", "C", "C", "N", "O", "B", "F", "F", "O", "N", "C", "C", "C", "N", "O", "B", "F", "F", "O", "N", "C", "C", "C", "H", "H", "H", "H", "H", "H", "H", "H", "H", "H", "H", "H", "O", "S", "O", "O", "C", "C", "C", "C", "C", "C", "S", "O", "O", "O", "H", "H", "H", "H", "O", "S", "C", "C", "C", "C", "C", "C", "C", "C", "C", "C", "C", "C", "C", "C", "H", "H", "H", "H", "H", "H", "H", "H", "H", "H", "H", "H", "H", "H"], "xyz": [[0.8025, -0.0892, 1.5504], [3.8552, 2.9769, 3.8939], [2.6332, 2.2119, 3.3777], [2.6006, 1.0416, 2.8597], [3.8752, 0.4977, 2.9030], [3.8377, -0.8940, 2.5026], [3.0109, -0.8389, 1.3063], [5.0668, -1.3651, 2.2352], [3.1273, -1.7077, 3.4604], [1.7783, -1.4526, 3.4051], [1.0996, -2.2205, 4.1477], [1.6600, -3.1256, 5.1613], [-0.3426, -2.2207, 3.8218], [-0.7976, -1.1019, 3.3258], [-2.1360, -1.2316, 2.8632], [-2.8571, -0.0142, 3.0019], [-3.9389, 0.1144, 2.2741], [-2.4595, 1.0376, 3.7428], [-0.7499, 3.0498, 2.5076], [0.4989, 2.5028, 2.4809], [1.2799, 2.8761, 3.3917], [1.0746, 3.9702, 4.3514], [-1.1026, -3.5183, 3.9046], [4.6638, 2.7452, 3.2120], [4.1183, 2.5005, 4.8327], [3.5111, 3.9682, 3.9514], [1.1023, -3.1485, 6.1204], [2.6995, -2.8928, 5.2978], [1.4306, -4.1045, 4.7670], [1.7290, 4.7243, 3.9676], [1.4802, 3.6945, 5.2495], [0.0153, 4.2447, 4.4543], [-0.9616, -3.9898, 2.9483], [-2.1647, -3.2036, 3.7786], [-0.8435, -4.0390, 4.8500], [0.7661, -2.2914, 1.0452], [-0.3891, -2.4836, 0.0781], [-1.3015, -3.4891, 0.5754], [-0.9682, -1.1316, -0.0571], [0.3809, -2.8665, -1.4513], [0.1941, -4.1143, -1.8769], [0.9523, -4.5191, -3.0157], [1.6634, -3.5774, -3.6988], [1.6689, -2.2321, -3.3224], [1.0438, -1.8731, -2.1911], [1.1970, -0.1073, -1.9554], [2.1960, 0.4815, -2.7954], [1.5112, 0.1689, -0.5756], [-0.1747, 0.6328, -2.1784], [-0.3745, -4.7399, -1.2204], [0.9732, -5.6117, -3.2627], [2.3438, -3.8807, -4.4900], [2.2126, -1.5845, -4.0345], [-0.9532, 1.3320, 0.7843], [-1.5846, 2.6116, 1.1570], [-0.8911, 0.6846, -3.4413], [-1.2263, -0.5741, -4.2098], [-0.8072, -0.8849, -5.4782], [-1.1590, -2.0942, -6.0519], [-2.0443, -2.9903, -5.4709], [-2.3107, -2.7428, -4.1199], [-1.8861, -1.5906, -3.4870], [-0.9386, 3.9342, 0.0849], [-1.6185, 3.9803, -1.2865], [-0.9328, 3.9663, -2.4848], [-1.5945, 3.9409, -3.7135], [-2.9799, 4.1118, -3.7352], [-3.6079, 4.1998, -2.4946], [-2.9846, 4.0319, -1.2803], [-1.8851, 1.1779, -3.1267], [-0.4716, 1.3600, -4.1259], [-0.2023, -0.2286, -6.0233], [-0.9166, -2.2364, -7.1115], [-2.4731, -3.8674, -5.9196], [-2.9297, -3.4218, -3.4685], [-2.1152, -1.4224, -2.4442], [0.1461, 3.8134, -0.0423], [-1.2750, 4.8474, 0.6205], [0.1278, 3.9643, -2.4789], [-1.0725, 3.9105, -4.6947], [-3.5970, 4.0269, -4.5949], [-4.6804, 4.3893, -2.4784], [-3.6287, 3.9918, -0.3556]], "lowdin_charge": [1.50, 0.07, -0.16, 0.01, 0.12, -1.11, 0.05, 0.26, 0.14, 0.02, -0.23, 0.05, -0.18, 0.04, 0.09, -0.74, 0.31, 0.25, -0.30, -0.01, -0.22, 0.05, 0.06, 0.11, 0.12, 0.06, 0.13, 0.10, 0.11, 0.11, 0.08, 0.12, 0.09, 0.11, 0.12, -0.36, 0.62, -0.21, -0.33, -0.26, -0.01, 0.01, -0.02, -0.04, -0.21, 0.75, -0.18, -0.36, -0.20, 0.12, 0.15, 0.13, 0.15, -0.54, 1.12, -0.11, -0.21, -0.04, -0.07, -0.04, -0.07, -0.05, -0.20, -0.29, -0.05, -0.07, -0.04, -0.07, -0.07, 0.17, 0.10, 0.11, 0.12, 0.11, 0.13, 0.11, 0.12, 0.13, 0.11, 0.13, 0.11, 0.12, 0.14]}



(2)
{"formula": "C35H66FN6O11", "method": "ωB97M-V/def2-TZVPD", "total_charge": 1, "homo_energy_ev": -10.7, "species": ["C", "C", "C", "C", "F", "C", "N", "C", "N", "C", "C", "N", "N", "N", "N", "O", "C", "C", "C", "C", "C", "C", "C", "H", "H", "H", "H", "H", "H", "H", "H", "H", "H", "H", "H", "H", "H", "H", "H", "H", "H", "H", "H", "H", "H", "H", "H", "H", "H", "O", "C", "O", "C", "C", "C", "H", "H", "H", "H", "H", "H", "H", "H", "O", "C", "O", "C", "C", "C", "H", "H", "H", "H", "H", "H", "H", "H", "O", "C", "O", "C", "C", "C", "H", "H", "H", "H", "H", "H", "H", "H", "O", "C", "O", "C", "C", "C", "H", "H", "H", "H", "H", "H", "H", "H", "O", "C", "O", "C", "C", "C", "H", "H", "H", "H", "H", "H", "H", "H"], "xyz": [[5.8561, -4.5958, 0.1335], [4.6029, -3.8677, -0.3974], [3.4104, -4.8611, -0.5405], [2.3063, -4.6575, 0.4669], [1.6692, -3.4398, 0.2770], [2.6781, -4.8309, 1.9697], [1.5534, -5.6525, 2.5080], [0.5965, -5.5649, 1.5479], [-0.6717, -5.3533, 1.7701], [-1.6435, -5.1892, 0.7015], [-2.7191, -4.0926, 0.9793], [-4.0287, -4.6566, 0.6142], [-2.7753, -3.6307, 2.3617], [-2.4164, -2.9190, 0.1745], [1.2324, -5.6586, 0.3389], [4.2715, -2.8108, 0.4868], [4.7921, -1.5310, 0.1292], [3.7144, -0.4975, -0.0916], [2.5447, -0.5124, 0.6553], [1.5467, 0.4244, 0.4386], [1.7111, 1.4085, -0.5281], [2.8862, 1.4410, -1.2557], [3.8824, 0.5013, -1.0451], [6.5350, -4.8543, -0.6789], [5.6042, -5.5184, 0.6570], [6.3913, -3.9514, 0.8296], [4.8396, -3.5086, -1.4006], [3.7814, -5.8764, -0.4084], [2.9730, -4.7652, -1.5356], [2.5961, -3.8299, 2.3899], [3.6531, -5.2837, 2.1091], [1.2644, -5.3680, 3.4391], [-0.9468, -5.2928, 2.7427], [-1.0969, -4.8780, -0.1853], [-2.1269, -6.1429, 0.4931], [-4.4853, -4.9781, 1.4621], [-4.6173, -3.8946, 0.2967], [-2.8809, -4.3769, 3.0362], [-1.9838, -3.0532, 2.6236], [-2.6808, -2.0912, 0.6947], [-2.9460, -2.9211, -0.6880], [0.6719, -5.5678, -0.5033], [5.4084, -1.2021, 0.9734], [5.4393, -1.5975, -0.7469], [2.4019, -1.2877, 1.3955], [0.6402, 0.3625, 1.0279], [0.9278, 2.1326, -0.7177], [3.0099, 2.2092, -2.0090], [4.8057, 0.5283, -1.6126], [-0.0303, -4.1427, 4.3688], [0.1184, -3.0153, 4.8041], [-0.6356, -2.0599, 4.2881], [-0.6733, -0.7008, 4.7959], [0.4464, 0.1381, 4.2362], [1.1753, -2.6991, 5.8253], [-0.6971, -0.7066, 5.8854], [-1.6341, -0.3157, 4.4627], [1.4267, -0.2435, 4.5325], [0.3505, 1.1585, 4.5851], [0.4130, 0.1397, 3.1490], [2.1281, -2.5808, 5.3092], [1.2487, -3.5390, 6.5120], [0.9744, -1.8036, 6.4049], [-0.1155, -5.7017, -2.9253], [-1.2523, -5.5075, -3.2796], [-2.1686, -6.4467, -3.0159], [-3.5788, -6.2502, -3.1886], [-4.0303, -6.4951, -4.6122], [-1.6419, -4.2672, -4.0461], [-3.8684, -5.2644, -2.8210], [-4.0390, -6.9778, -2.5235], [-3.5708, -5.7944, -5.3094], [-5.1126, -6.3932, -4.6867], [-3.7493, -7.4998, -4.9265], [-1.4021, -4.4206, -5.0975], [-1.0496, -3.4378, -3.6668], [-2.6914, -3.9986, -3.9564], [-0.1848, 3.6284, -1.8008], [0.3288, 3.8712, -2.8644], [1.4771, 4.5640, -2.8690], [2.2480, 4.7762, -4.0672], [1.7154, 5.9459, -4.8602], [-0.3273, 3.4869, -4.1676], [2.2938, 3.8593, -4.6568], [3.2600, 4.9715, -3.7162], [0.6998, 5.7688, -5.1935], [2.3429, 6.1179, -5.7364], [1.7043, 6.8481, -4.2532], [-1.0770, 4.2402, -4.4095], [-0.8206, 2.5285, -4.0250], [0.3571, 3.3939, -5.0051], [-0.8877, 7.2486, -4.6050], [-1.6425, 7.4514, -3.6911], [-2.8812, 7.8909, -3.9718], [-3.9103, 8.0174, -2.9832], [-3.8284, 9.3323, -2.2373], [-1.2080, 7.3000, -2.2516], [-3.9020, 7.1585, -2.3106], [-4.8397, 7.9672, -3.5471], [-2.8965, 9.4221, -1.6789], [-4.6584, 9.4212, -1.5365], [-3.8716, 10.1641, -2.9397], [-0.6780, 8.2064, -1.9596], [-0.5215, 6.4586, -2.1811], [-2.0215, 7.1241, -1.5535], [-0.7637, 2.7667, 3.7147], [-0.7148, 3.9683, 3.7827], [-1.3768, 4.5771, 4.7777], [-1.2601, 5.9813, 5.0477], [-2.1900, 6.8076, 4.1856], [0.0053, 4.7849, 2.7377], [-0.2213, 6.3012, 4.9613], [-1.5350, 6.0824, 6.0957], [-1.9522, 6.7088, 3.1263], [-2.1187, 7.8608, 4.4565], [-3.2198, 6.4787, 4.3236], [-0.6532, 4.8978, 1.8770], [0.8888, 4.2325, 2.4279], [0.3226, 5.7677, 3.0750]], "lowdin_charge": [-0.02, -0.35, -0.03, -0.42, 0.06, -0.01, 0.13, -0.32, 0.15, -0.07, -0.64, 0.08, 0.09, 0.09, 0.20, -0.14, -0.14, -0.19, -0.04, -0.07, -0.07, -0.07, -0.04, 0.08, 0.07, 0.09, 0.14, 0.13, 0.13, 0.13, 0.13, 0.11, 0.13, 0.10, 0.13, 0.08, 0.08, 0.08, 0.06, 0.08, 0.07, 0.12, 0.14, 0.13, 0.10, 0.09, 0.08, 0.10, 0.11, 0.04, -0.50, 0.00, -0.18, -0.05, 0.03, 0.12, 0.13, 0.08, 0.06, 0.06, 0.10, 0.10, 0.08, 0.08, -0.53, 0.00, -0.23, -0.06, 0.02, 0.11, 0.12, 0.07, 0.09, 0.09, 0.10, 0.09, 0.07, 0.07, -0.54, -0.01, -0.22, -0.07, 0.03, 0.11, 0.12, 0.05, 0.09, 0.08, 0.09, 0.09, 0.07, 0.09, -0.51, 0.01, -0.23, -0.06, 0.03, 0.11, 0.12, 0.07, 0.08, 0.09, 0.10, 0.07, 0.07, 0.08, -0.51, 0.01, -0.23, -0.06, 0.02, 0.11, 0.12, 0.07, 0.08, 0.08, 0.10, 0.09, 0.07]}



(3)
{"formula": "C2H2BrNO2S2", "method": "ωB97M-V/def2-TZVPD", "e_above_lowest_kcal_mol": 15.1, "smiles": "N#CSS(=O)(=O)CBr", "homo_energy_ev": -10.0, "species": ["N", "C", "S", "S", "O", "O", "C", "Br", "H", "H"], "xyz": [[-0.8422, 2.4271, -0.6906], [-0.3104, 1.6188, -1.2541], [0.6400, 0.5104, -2.0208], [0.0522, -0.9162, -0.6276], [0.9729, -2.0245, -0.7859], [-1.3582, -1.1449, -0.6846], [0.3840, -0.0823, 1.4007], [-1.1835, -0.3030, 2.3491], [1.1037, -0.9460, 1.3587], [0.5416, 0.8606, 0.9552]], "lowdin_charge": [0.15, -0.77, 0.83, 0.39, -0.39, -0.40, -0.60, 0.77, 0.04, -0.03]}



Going through the records in order, we get HOMO-LUMO gap values of 5.26; 9.23; 8.73 eV.